1.
This record from OMol25 describes the molecule C13H15NO in a non-equilibrium geometry. The level of theory is the ωB97M-V functional and the def2-TZVPD basis.

Last column: Mulliken charge in e.
Atoms and positions in Å:
C: 1.914 -0.679 1.186  0.536
C: 0.703 -0.570 1.449  0.270
C: 5.784 -0.753 -0.436  -0.399
C: 5.600 -0.825 0.876  -0.387
C: 4.698 -0.807 -1.277  -0.506
C: 4.351 -0.913 1.478  -0.568
C: 3.406 -0.849 -0.740  -0.456
C: 3.253 -0.836 0.597  0.467
C: -0.663 -0.420 1.709  -0.881
C: -2.800 1.923 -1.145  -1.349
C: -3.438 -0.583 -1.019  -1.384
C: -4.870 1.114 0.304  -1.329
C: -3.419 0.739 -0.287  1.542
N: -2.666 0.426 0.949  -0.801
O: -1.338 0.183 0.798  0.108
H: 6.745 -0.597 -0.943  0.339
H: 6.455 -0.683 1.512  0.332
H: 4.826 -0.989 -2.276  0.436
H: 4.153 -0.695 2.535  0.334
H: 2.582 -1.028 -1.368  0.431
H: -1.185 -0.763 2.686  0.327
H: -3.303 1.936 -2.129  0.330
H: -3.093 2.984 -0.894  0.347
H: -1.716 1.998 -1.110  0.332
H: -2.403 -1.098 -1.077  0.256
H: -3.715 -0.663 -2.079  0.317
H: -4.225 -1.177 -0.600  0.349
H: -5.339 0.140 0.533  0.346
H: -4.791 1.751 1.186  0.353
H: -5.507 1.733 -0.417  0.311

## Properties
- Energy: -17254.9057 eV
- Gap between HOMO and LUMO (spin up / spin down): 8.2 / 7.2 eV
- Energy relative to the best compared isomer or geometry (same formula, charge and spin): 6.880 eV

2.
This record from OMol25 describes C13H16Cl2EuN2 as an isolated structure in a non-equilibrium geometry. The level of theory is the ωB97M-V functional and the def2-TZVPD basis.

Last column: Löwdin spin population.
Atoms and positions in Å:
Eu: -0.580 1.991 1.730  5.021
Cl: -2.373 2.817 0.117  -0.011
Cl: 1.373 2.324 3.328  -0.008
C: 0.980 -1.554 -1.472  0.112
H: 0.638 -2.493 -0.989  0.032
H: 1.777 -1.149 -0.806  0.049
C: -0.256 -0.500 -0.974  0.070
C: 1.610 -1.935 -2.671  0.571
H: -0.671 -0.820 -0.007  0.000
C: 1.262 -1.270 -3.921  0.103
H: 2.272 -2.796 -2.682  0.033
C: 0.863 0.231 -3.712  0.015
H: 2.105 -1.351 -4.622  0.008
H: 0.396 -1.786 -4.377  0.037
C: -0.619 0.401 -3.404  0.004
H: 1.476 0.712 -2.935  0.000
H: 1.077 0.766 -4.643  0.001
C: -1.174 -0.074 -2.017  0.015
H: -0.868 1.466 -3.502  0.000
H: -1.195 -0.117 -4.183  0.001
H: -1.772 0.760 -1.596  0.001
H: -1.881 -0.899 -2.239  0.005
N: 1.947 -3.655 3.418  -0.006
C: 0.953 -3.052 3.264  -0.003
C: -0.278 -2.326 3.047  -0.010
C: -1.510 -2.986 3.017  -0.008
C: -2.666 -2.264 2.735  -0.006
C: -2.550 -0.902 2.454  -0.012
N: -1.364 -0.278 2.520  -0.009
C: -0.238 -0.945 2.833  -0.004
H: -1.552 -4.058 3.224  0.000
H: -3.647 -2.731 2.704  0.000
H: -3.403 -0.275 2.176  -0.001
H: 0.678 -0.341 2.916  0.000

## Properties
- Spin multiplicity: 7
- Energy: -61091.3423 eV
- Net charge: -1
- Gap between HOMO and LUMO (spin up / spin down): 3.8 / 3.5 eV

3.
This record from OMol25 describes a 2-piece molecular cluster, C13H16ClN4O10P3S overall in a non-equilibrium geometry. The level of theory is the ωB97M-V functional and the def2-TZVPD basis.

Last column: Mulliken charge in e.
Atoms and positions in Å:
C: 4.729 0.051 -0.639  -1.087
P: 3.735 0.609 0.807  -0.365
O: 3.795 2.205 0.776  -0.085
C: 2.020 0.028 0.389  0.890
C: 1.655 -1.206 1.044  0.859
N: 2.588 -1.809 1.882  -0.486
C: 0.399 -1.804 0.833  -0.232
P: -0.164 -3.331 1.527  0.639
O: -0.925 -4.166 0.367  -0.528
O: -1.345 -2.932 2.544  -0.429
S: 1.123 -4.548 2.329  -0.521
C: -0.543 -1.119 0.003  -0.174
N: -1.762 -1.659 -0.144  -0.115
C: -2.642 -1.011 -0.885  -0.472
C: -3.973 -1.692 -1.054  -0.744
C: -4.644 -2.166 0.264  -0.397
O: -4.193 -1.557 1.448  -0.510
C: -2.307 0.195 -1.501  0.662
C: -3.323 0.915 -2.378  -0.583
O: -2.934 2.224 -2.708  -0.158
N: -3.365 3.113 -1.686  0.081
O: -2.703 4.061 -1.643  -0.280
N: -1.123 0.753 -1.397  -0.424
C: -0.219 0.103 -0.631  -0.988
C: 1.088 0.660 -0.456  0.607
P: 1.337 2.203 -1.437  0.024
O: 2.938 2.086 -1.839  -0.424
Cl: 1.275 3.664 0.002  -0.157
H: 4.969 0.854 -1.326  0.274
H: 5.650 -0.361 -0.235  0.366
H: 4.206 -0.773 -1.118  0.299
H: 3.494 2.635 1.603  0.334
H: 2.143 -2.158 2.721  0.177
H: 3.295 -1.135 2.176  0.322
H: -0.853 -5.096 0.616  0.314
H: -2.138 -3.426 2.309  0.279
H: -4.673 -1.095 -1.626  0.333
H: -3.763 -2.587 -1.642  0.264
H: -5.714 -1.962 0.157  0.313
H: -4.516 -3.237 0.363  0.297
H: -4.078 -0.613 1.312  0.305
H: -3.494 0.341 -3.286  0.311
H: -4.268 0.940 -1.834  0.490
H: 2.961 1.339 -2.450  0.346
C: 4.085 5.626 1.590  0.619
O: 5.042 5.730 0.771  -0.740
O: 3.745 4.472 2.096  -0.760
O: 3.390 6.636 1.986  -0.748

## Properties
- Energy: -91398.9606 eV
- Net charge: -2
- Gap between HOMO and LUMO: 2.0 eV

4.
This record from OMol25 describes C13H16CsN4O as an isolated structure in a non-equilibrium geometry. The level of theory is the ωB97M-V functional and the def2-TZVPD basis.

Last column: Mulliken charge in e.
Atoms and positions in Å:
O: -4.704 -2.911 1.654  -0.325
C: -3.433 -2.723 1.010  -0.836
C: -2.272 -2.977 1.994  0.045
C: -1.268 -1.858 2.009  0.271
N: -0.893 -1.356 3.188  -0.230
N: 0.015 -0.417 3.192  -0.322
C: 0.506 -0.003 2.015  0.309
C: 1.602 1.022 2.045  -0.531
C: 1.709 1.906 0.795  -0.670
C: 2.665 1.388 -0.313  -1.270
C: 2.037 1.339 -1.689  0.299
C: 2.055 2.467 -2.508  -0.283
C: 1.449 2.453 -3.760  -0.544
C: 0.816 1.302 -4.213  -0.397
C: 0.798 0.169 -3.410  -0.674
C: 1.404 0.188 -2.158  -0.133
N: 0.044 -0.432 0.837  0.251
N: -0.857 -1.380 0.835  -0.634
H: -5.040 -2.035 1.850  0.140
H: -3.386 -3.409 0.168  0.231
H: -3.396 -1.695 0.637  0.369
H: -2.683 -3.098 2.995  0.222
H: -1.770 -3.898 1.693  0.224
H: 1.438 1.628 2.940  0.320
H: 2.543 0.489 2.220  0.329
H: 0.720 2.054 0.353  0.489
H: 2.048 2.892 1.120  0.458
H: 3.048 0.398 -0.050  0.500
H: 3.532 2.051 -0.359  0.538
H: 2.567 3.360 -2.162  0.365
H: 1.481 3.340 -4.384  0.368
H: 0.351 1.287 -5.193  0.381
H: 0.326 -0.739 -3.767  0.372
H: 1.391 -0.705 -1.543  0.308
Cs: -4.840 -0.098 1.958  1.062

## Properties
- Energy: -22287.3817 eV
- Net charge: +1
- Gap between HOMO and LUMO: 7.0 eV

5.
This record from OMol25 describes C13H16N3O5PdSSeSi as an isolated structure. The level of theory is the ωB97M-V functional and the def2-TZVPD basis.

Last column: Löwdin spin population.
Atoms and positions in Å:
Pd: 0.884 0.037 0.822  1.402
O: 4.202 0.463 5.595  0.001
C: 3.025 0.255 6.014  0.006
O: 2.678 0.048 7.191  0.011
C: 1.958 0.164 4.953  0.038
C: 0.638 -0.106 5.164  -0.008
N: -0.015 -0.108 3.973  0.126
N: 0.844 0.148 2.955  0.343
C: 2.073 0.318 3.526  0.144
C: 3.131 0.591 2.634  0.218
O: 4.381 0.774 3.078  0.102
O: 2.926 0.658 1.369  0.213
H: 4.348 0.685 4.104  0.000
H: 0.136 -0.291 6.098  -0.002
H: -0.971 -0.317 3.761  0.005
O: -0.954 -1.301 0.811  0.072
N: -1.921 -0.871 0.030  0.005
C: -2.726 -1.797 -0.552  0.004
C: -3.788 -1.446 -1.339  0.001
C: -4.027 -0.082 -1.551  0.004
C: -3.188 0.850 -0.977  0.008
C: -2.093 0.477 -0.174  0.026
S: -1.011 1.583 0.529  0.151
H: -2.432 -2.811 -0.325  0.001
H: -4.395 -2.220 -1.785  0.000
H: -4.851 0.239 -2.174  0.000
H: -3.322 1.911 -1.137  0.003
C: -0.043 1.780 -3.193  0.001
Si: 0.570 -0.006 -3.272  0.020
C: -0.953 -1.066 -3.686  0.001
C: 1.694 -0.087 -4.798  0.006
Se: 1.689 -0.737 -1.507  0.095
H: -0.400 2.084 -4.183  0.000
H: 0.760 2.451 -2.888  0.000
H: -0.854 1.901 -2.482  0.000
H: -1.316 -0.882 -4.701  0.000
H: -1.766 -0.853 -2.990  0.000
H: -0.705 -2.123 -3.590  0.000
H: 1.135 0.067 -5.724  0.001
H: 2.193 -1.054 -4.850  0.001
H: 2.468 0.678 -4.729  0.000

## Properties
- Spin multiplicity: 4
- Energy: -115988.6606 eV
- Net charge: -2
- Gap between HOMO and LUMO (spin up / spin down): 3.2 / 6.4 eV
- Energy relative to the best compared isomer or geometry (same formula, charge and spin): 1.140 eV

6.
This record from OMol25 describes C13H16NOPm as an isolated structure in a non-equilibrium geometry. The level of theory is the ωB97M-V functional and the def2-TZVPD basis.

Last column: Löwdin spin population.
Atoms and positions in Å:
C: 1.954 0.392 0.875  0.134
C: 2.096 -0.541 -0.238  -0.106
H: 2.000 0.021 1.884  0.007
H: 2.166 1.441 0.721  0.009
H: 2.411 -0.165 -1.203  -0.005
H: 2.254 -1.584 -0.037  -0.003
Pm: -0.001 -0.018 0.043  4.004
C: -1.225 1.912 -0.146  -0.025
C: -0.175 1.935 -1.164  0.010
C: -1.601 0.143 -1.673  0.006
C: -2.083 0.773 -0.430  -0.001
H: 0.631 2.623 -1.212  0.003
H: 0.164 0.607 -2.961  -0.001
H: -2.026 -0.722 -2.133  0.001
C: -0.432 0.847 -2.114  -0.022
H: -2.918 0.458 0.141  0.001
H: -1.327 2.592 0.671  -0.001
O: -1.783 -1.918 -0.529  0.003
C: -0.675 -2.563 0.224  -0.013
C: -0.700 -2.755 1.616  0.000
C: -1.275 -3.891 2.111  0.000
C: -0.870 -4.250 3.369  0.000
C: 0.123 -3.464 3.952  0.001
C: 0.671 -2.324 3.313  -0.001
N: 0.206 -1.866 2.140  0.001
H: -2.305 -2.655 -0.587  0.000
H: 0.216 -2.426 -0.253  -0.001
H: -1.161 -1.502 0.659  0.002
H: -1.956 -4.457 1.503  0.000
H: -1.334 -5.148 3.772  0.000
H: 0.419 -3.818 4.961  0.000
H: 1.413 -1.725 3.878  0.000

## Properties
- Spin multiplicity: 5
- Energy: -33803.3718 eV
- Net charge: +2
- Gap between HOMO and LUMO (spin up / spin down): 5.8 / 6.0 eV